Molecular formula: C4H13N3
Method: DFT, ωB97M-V with the def2-TZVPD basis set

The geometry in ORCA input format:
```
! RIJCOSX wB97M-V def2-TZVPD def2/J DEFGRID3
* xyz 0 1
N -1.431 0.565 -0.011
C -0.332 -0.333 0.333
C 1.072 0.169 -0.231
C 0.985 1.003 -1.488
N 0.621 0.113 -2.692
C -0.264 -0.395 1.877
N -0.853 -1.564 2.481
H -2.308 0.083 0.066
H -1.405 1.236 -0.750
H -0.467 -1.372 0.039
H 1.513 -0.821 -0.411
H 1.608 0.743 0.535
H 0.213 1.788 -1.375
H 1.764 1.695 -1.835
H 1.435 0.177 -3.299
H -0.018 0.772 -3.139
H 0.761 -0.378 2.282
H -0.719 0.517 2.310
H -1.826 -1.735 2.329
H -0.348 -2.261 2.980
*
```

structure (SMILES)	NCC[C@H](N)CN

Atomic partial charges in e from the Löwdin method, atoms 1 to 8: 0.033 -0.365 -0.156 -0.278 -0.003 -0.273 -0.014 0.068

Molecular formula: CH7NO2
Method: DFT, ωB97M-V with the def2-TZVPD basis set

The geometry in ORCA input format:
```
! RIJCOSX wB97M-V def2-TZVPD def2/J DEFGRID3
* xyz 0 1
N -0.173 -0.399 -0.587
C 0.163 0.786 0.062
O 2.352 -0.351 0.229
H -0.668 1.487 0.104
H 0.569 -1.052 -0.300
H 1.088 1.209 -0.422
H 0.521 0.592 1.103
H 3.237 -0.728 0.061
H -1.195 -0.649 -0.382
H -3.360 -0.697 0.129
O -2.534 -0.199 0.002
*
```

Atomic partial charges in e from the Löwdin method, atoms 1 to 8: 0.156 -0.141 -0.265 0.092 0.102 0.148 0.131 -0.024

Molecular formula: C2H5IN2O2
Method: DFT, ωB97M-V with the def2-TZVPD basis set

The geometry in ORCA input format:
```
! RIJCOSX wB97M-V def2-TZVPD def2/J DEFGRID3
* xyz 0 3
C -1.224 -0.614 -0.990
C -1.424 0.725 -0.308
N -0.791 1.312 2.261
N -0.502 0.398 1.545
O 0.296 -0.523 1.377
O -0.012 1.645 3.434
I -0.336 2.420 -0.929
H -0.883 -0.599 -2.083
H -2.187 -1.194 -0.968
H -0.465 -1.122 -0.413
H -2.429 1.196 -0.119
H -0.469 2.298 4.048
*
```

Atomic partial charges in e from the Löwdin method, atoms 1 to 8: -0.210 -0.712 0.006 -0.249 0.084 -0.045 0.772 0.089

Molecular formula: C7H5F3O
Method: DFT, ωB97M-V with the def2-TZVPD basis set

The geometry in ORCA input format:
```
! RIJCOSX wB97M-V def2-TZVPD def2/J DEFGRID3
* xyz 0 1
C -2.214 -1.500 -0.020
C -1.804 -0.256 -0.374
C -1.217 -1.947 0.870
C -0.551 0.033 0.186
C 0.507 2.301 -0.309
C 0.389 1.032 -0.038
C 2.381 0.120 -0.004
O -0.206 -1.100 0.934
F 3.223 0.540 0.969
F 2.204 -1.199 0.104
F 3.012 0.335 -1.193
H -3.053 -2.070 -0.461
H -2.360 0.352 -1.113
H -1.307 -2.605 1.711
H 1.272 2.840 -0.878
H -0.276 3.122 -0.383
*
```

Atomic partial charges in e from the Löwdin method, atoms 1 to 8: -0.058 -0.039 -0.097 -0.240 0.014 -0.032 -0.412 0.026

Molecular formula: C5H7N
Method: DFT, ωB97M-V with the def2-TZVPD basis set

The geometry in ORCA input format:
```
! RIJCOSX wB97M-V def2-TZVPD def2/J DEFGRID3
* xyz 0 1
C -2.154 0.769 -0.851
C 0.346 -1.913 -0.864
C -0.209 -0.977 -0.092
C 0.156 0.481 -0.134
C 0.452 1.303 1.106
N -0.994 0.893 -0.721
H -0.155 -2.900 -0.877
H 1.110 -1.688 -1.676
H -0.899 -1.260 0.694
H 1.056 0.527 -0.742
H -0.369 1.083 1.889
H 0.179 2.211 0.674
H 1.480 1.470 1.593
*
```

Atomic partial charges in e from the Löwdin method, atoms 1 to 8: 0.086 0.006 -0.188 -0.474 -0.041 -0.051 0.062 0.084

Molecular formula: C13H29BrOSi
Method: DFT, ωB97M-V with the def2-TZVPD basis set

The geometry in ORCA input format:
```
! RIJCOSX wB97M-V def2-TZVPD def2/J DEFGRID3
* xyz 0 1
Br 1.137 -1.520 7.628
O -0.497 -1.143 -2.756
C 2.261 -1.310 6.081
C -1.708 -1.426 -2.098
C 1.631 -0.334 5.095
C -2.201 -0.331 -1.098
C 2.486 0.110 3.873
C -1.099 0.002 -0.057
C 1.837 1.296 3.087
C -1.349 1.275 0.730
C 0.433 0.938 2.557
C -0.076 1.820 1.422
C -1.523 -1.692 -5.436
C 1.296 -0.301 -4.874
C -1.402 1.149 -4.237
Si -0.539 -0.535 -4.334
H 3.187 -0.859 6.408
H 2.489 -2.253 5.587
H -1.599 -2.378 -1.577
H -2.518 -1.593 -2.856
H 0.676 -0.770 4.827
H 1.335 0.579 5.652
H -3.126 -0.637 -0.595
H -2.466 0.550 -1.635
H 3.511 0.355 4.222
H 2.617 -0.708 3.157
H -0.951 -0.855 0.609
H -0.165 0.105 -0.620
H 2.492 1.593 2.252
H 1.772 2.198 3.700
H -2.115 1.082 1.484
H -1.731 2.054 0.057
H 0.460 -0.106 2.196
H -0.273 0.900 3.420
H -0.261 2.852 1.782
H 0.716 1.939 0.673
H -2.575 -1.759 -5.196
H -1.037 -2.636 -5.189
H -1.397 -1.403 -6.487
H 1.502 -0.468 -5.938
H 1.974 -0.985 -4.375
H 1.595 0.713 -4.610
H -1.219 1.859 -5.059
H -2.499 1.039 -4.171
H -1.076 1.595 -3.303
*
```

structure (SMILES)	C[Si](C)(C)OCCCCCCCCCCBr

Atomic partial charges in e from the Löwdin method, atoms 1 to 8: 0.634 -0.233 -0.649 -0.269 -0.331 -0.163 -0.197 -0.217

Values of electronic energy, in order: -324.413988, -247.232072, -636.580474, -644.421046, -249.358072, -3451.537069, all in a.u..